Entry 1:
Entry from the Open Molecules 2025 dataset: a cluster of 2 separate species, C4H10O2 in total in a non-equilibrium geometry (ωB97M-V/def2-TZVPD).

Summary:
Molar mass (g mol⁻¹): 90.1
LUMO level (Eh): 0.023
Charge: 0
ΔE to the lowest compared entry with this formula, charge and spin (eV): 1.805
Highest occupied orbital energy (eV): -8.42
Strongest force on any atom (eV/Å): 2.63

```
16
Properties=species:S:1:pos:R:3:forces:R:3:lowdin_charge:R:1
H 0.6391 -2.3086 -1.4659 0.4 -0.3 -0.2 0.09
H -1.1766 0.5566 2.0759 0.3 0.0 0.1 0.07
C 0.1874 -0.6422 -0.4138 1.2 0.4 -0.2 -0.42
H -0.0257 2.3388 -0.2424 0.0 0.2 -0.1 0.03
H -0.7450 -0.8937 2.8719 0.9 -0.5 0.5 0.06
H -0.3849 3.7700 -0.6621 0.0 0.0 0.0 0.04
C -0.8305 -0.4745 1.8937 -1.9 1.6 -0.9 -0.11
C 1.1843 -1.3835 -1.2768 -0.4 0.9 0.4 -0.03
H 1.2916 -0.3240 1.2933 0.2 -1.3 0.1 0.10
H 2.1054 -1.5683 -0.7316 0.1 -0.2 -0.1 0.08
O -0.8986 -0.2472 -1.1330 -1.5 -1.0 -0.1 0.02
C 0.2936 -0.5501 0.9201 0.2 0.5 0.3 -0.12
H -1.7446 -0.9257 1.4917 0.2 -0.1 -0.2 0.08
H -0.8613 0.6698 -1.4164 0.2 0.2 0.2 0.08
O -0.3821 2.8613 -0.9769 0.1 -0.4 0.2 -0.05
H 1.3477 -0.8787 -2.2279 0.2 0.0 0.0 0.08
```
Positions in Å, forces in eV/Å.



Entry 2:
Entry from the Open Molecules 2025 dataset: a cluster of 2 separate species, C4H10O2 in total in a non-equilibrium geometry (ωB97M-V/def2-TZVPD).

Summary:
Molar mass (g mol⁻¹): 90.1
LUMO level (Eh): 0.033
Charge: 0
ΔE to the lowest compared entry with this formula, charge and spin (eV): 1.665
Highest occupied orbital energy (eV): -9.66
Strongest force on any atom (eV/Å): 1.92

```
16
Properties=species:S:1:pos:R:3:forces:R:3:lowdin_charge:R:1
C -2.6380 0.0871 -0.4202 -0.8 -0.2 -0.2 -0.05
H -2.5703 -0.2717 0.6166 0.5 0.2 -0.2 0.09
H 1.5249 -2.5145 1.6296 -0.6 1.5 0.1 0.09
O 2.4080 -0.3844 -0.2821 0.9 -0.5 -0.7 -0.08
H 0.5870 -1.4508 -0.2850 0.0 0.3 -0.3 0.11
C -1.8789 1.3512 -0.6643 1.4 0.8 0.4 -0.30
H 2.2864 -0.0883 -1.1900 -0.2 0.0 0.1 0.08
H -2.3591 2.3428 -0.6964 -0.9 -0.3 0.0 0.11
C 1.1790 -0.7424 0.3003 0.1 0.5 1.5 -0.34
C 1.4803 -1.3681 1.6750 0.8 -1.7 -0.2 -0.09
H 2.5332 -1.1783 1.9641 -0.7 0.6 0.0 0.07
H 0.7704 -1.0218 2.4456 0.4 -0.3 -0.3 0.07
H 0.6761 0.2116 0.4664 -0.6 -0.5 -0.1 0.08
H -3.7073 0.2838 -0.5525 0.1 -0.1 -0.2 0.07
O -0.6753 1.4178 -0.7789 -0.3 -0.5 -0.3 0.02
H -2.3045 -0.7005 -1.1157 -0.1 0.3 0.4 0.09
```
Positions in Å, forces in eV/Å.



Entry 3:
Entry from the Open Molecules 2025 dataset: a cluster of 2 separate species, C4H10O2 in total in a non-equilibrium geometry (ωB97M-V/def2-TZVPD).

Summary:
Molar mass (g mol⁻¹): 90.1
LUMO level (Eh): 0.031
Charge: 0
ΔE to the lowest compared entry with this formula, charge and spin (eV): 2.836
Highest occupied orbital energy (eV): -9.88
Strongest force on any atom (eV/Å): 5.42

```
16
Properties=species:S:1:pos:R:3:forces:R:3:lowdin_charge:R:1
H 2.0753 -3.6460 2.2123 -1.0 -0.3 2.1 0.09
H -3.7253 3.2167 -1.3552 0.7 -0.5 -0.5 0.08
C 2.4887 -3.5065 1.2662 1.1 1.2 -1.7 -0.33
H -1.4866 2.0956 -2.0412 1.0 0.1 -0.5 0.08
H -1.3981 1.0943 -0.3782 -2.2 0.8 -3.0 0.17
O 2.1778 -4.1798 0.3390 -1.0 -1.2 -1.1 0.06
H 3.6968 -1.8338 1.9384 -0.3 0.0 0.4 0.07
H -3.8884 1.3878 -1.7973 1.1 1.9 1.7 0.12
H 3.6211 -1.9123 0.2538 -0.1 0.1 -1.5 0.07
H 4.4500 -3.1874 1.2172 0.4 0.2 -0.5 0.09
O -1.2851 2.8762 -0.0224 -0.6 3.8 -3.6 -0.16
C 3.5896 -2.5239 1.1082 0.8 -0.1 2.2 -0.05
C -3.3585 2.1999 -1.0838 -2.2 -1.4 -0.7 -0.14
C -1.8860 2.0112 -1.0574 1.9 -2.3 4.5 -0.34
H -3.7278 2.1365 -0.0570 -0.2 -0.6 -0.1 0.07
H -1.3433 3.7715 -0.5427 0.5 -1.8 2.2 0.12
```
Positions in Å, forces in eV/Å.



Entry 4:
Entry from the Open Molecules 2025 dataset: the ion C4H10O2P with charge -1 in a non-equilibrium geometry (ωB97M-V/def2-TZVPD).

Summary:
Molar mass (g mol⁻¹): 121.1
LUMO level (Eh): 0.152
Charge: -1
ΔE to the lowest compared entry with this formula, charge and spin (eV): 0.928
Highest occupied orbital energy (eV): -2.46
Strongest force on any atom (eV/Å): 3.12

```
17
Properties=species:S:1:pos:R:3:forces:R:3:lowdin_charge:R:1
C -0.6903 2.4808 1.3986 1.6 2.7 -0.3 -0.12
H -0.1336 1.9949 2.2246 -0.2 0.5 -0.5 0.08
H -0.8334 -1.9573 -1.0857 -1.0 1.0 -0.6 0.06
H -1.0149 2.0463 -0.8034 0.6 0.6 1.2 0.13
H 0.4522 -0.5257 -1.5884 -1.3 -0.4 -0.1 0.07
H 2.0685 -2.1453 -0.6937 0.6 -0.1 0.2 0.03
C -0.3865 1.7870 0.1142 -2.8 -0.6 -0.4 -0.41
H 0.8363 -3.3956 -0.8296 -0.5 -1.6 1.3 0.03
H 0.5993 2.0453 -0.1150 2.2 -0.6 -0.7 0.06
O -0.6626 -1.5919 1.6982 -0.7 -1.3 1.0 -0.54
H -0.4903 3.6002 1.2862 0.3 -1.1 0.5 0.08
H -1.7071 2.4431 1.5578 -2.3 -0.4 0.7 0.03
P 0.2377 -0.7792 0.8428 0.3 0.9 -2.0 0.55
H 1.2886 -2.6253 -2.2166 0.6 0.0 -0.3 0.05
C 1.1442 -2.4539 -1.1481 0.4 0.7 -2.0 -0.27
C 0.0845 -1.3970 -1.0018 2.1 -0.4 2.1 -0.39
O -0.7926 0.4735 0.3598 0.1 0.3 -0.1 -0.43
```
Positions in Å, forces in eV/Å.



Entry 5:
Entry from the Open Molecules 2025 dataset: a structure of composition C4H10O2PtS4Sb (ωB97M-V/def2-TZVPD).

Summary:
Molar mass (g mol⁻¹): 535.2
LUMO level (Eh): 0.075
Charge: -1
ΔE to the lowest compared entry with this formula, charge and spin (eV): 0.356
Highest occupied orbital energy (eV): -4.35
Strongest force on any atom (eV/Å): 0.18

```
22
Properties=species:S:1:pos:R:3:forces:R:3:lowdin_charge:R:1
H 1.8358 -1.9703 0.7375 0.0 0.0 0.0 0.13
S -2.9764 0.1427 -1.6679 0.0 0.0 0.0 -0.14
C 2.0907 -1.4056 -1.8191 0.0 0.0 0.1 -0.10
O 1.2987 -0.7510 -0.8421 -0.1 -0.1 0.0 -0.42
H 1.3896 -0.0254 2.4019 0.0 0.0 0.0 0.13
C -1.3726 -0.2511 2.1934 0.0 -0.1 0.0 -0.11
H 1.9943 -2.4921 -1.7307 0.0 0.0 0.0 0.09
H 3.1397 -1.1208 -1.6968 0.0 0.0 0.0 0.09
H -1.1313 0.1336 3.1909 0.0 0.0 0.0 0.09
C 1.7805 -0.9034 0.4941 -0.1 0.0 0.0 -0.18
S -2.7809 3.2278 0.7289 0.0 0.0 0.0 -0.28
H -2.2214 -0.9280 2.2634 0.0 0.0 0.0 0.09
H 0.5744 0.7735 1.0372 0.0 0.0 0.0 0.11
S -0.2710 1.7993 -1.8354 0.0 0.0 -0.1 -0.07
H 1.7284 -1.0778 -2.7893 0.0 0.0 0.0 0.09
Sb -2.5658 2.5343 -1.4122 0.0 0.0 -0.1 -0.21
S -3.4089 3.7066 -3.1386 0.0 0.0 0.0 -0.29
H 2.7853 -0.4715 0.5395 0.0 0.0 0.0 0.13
O -0.2808 -1.0042 1.6718 0.0 0.0 0.0 -0.22
H -1.6383 0.5824 1.5375 0.0 0.0 0.0 0.02
Pt -0.8262 -0.2998 -1.3212 0.0 0.1 0.2 0.28
C 0.8562 -0.1992 1.4571 0.0 0.0 -0.1 -0.24
```
Positions in Å, forces in eV/Å.



Entry 6:
Entry from the Open Molecules 2025 dataset: a structure of composition C4H10O2Sm in a non-equilibrium geometry (ωB97M-V/def2-TZVPD).

Summary:
Multiplicity: 7
Molar mass (g mol⁻¹): 240.5
LUMO level (spin up / spin down) (Eh): -0.335 / -0.329
Expectation value of S²: 12.0069
Charge: +2
ΔE to the lowest compared entry with this formula, charge and spin (eV): 0.000
Highest occupied orbital energy (spin up / spin down) (eV): -17.65 / -18.78
Strongest force on any atom (eV/Å): 2.31

```
17
Properties=species:S:1:pos:R:3:forces:R:3:lowdin_charge:R:1
H -1.1895 -3.0045 0.2872 0.1 0.1 -0.2 0.11
C -0.7773 -2.2357 -0.3727 -0.1 -0.6 -0.8 -0.02
H -1.3056 0.2192 -1.8176 0.4 0.2 -0.1 0.11
H 2.2348 1.0676 0.2550 -0.2 1.1 1.4 0.14
O 0.4115 0.7620 1.0630 -1.1 -1.7 -0.2 -0.34
C -0.8171 0.8567 -1.0701 -0.1 0.2 0.3 0.03
H -1.6224 1.3309 -0.4952 0.2 -0.1 0.0 0.11
O -0.6066 -1.0635 0.4149 -0.1 0.2 1.3 -0.34
H 1.8573 1.8901 1.9448 0.3 -0.1 -0.4 0.11
H 0.1908 -2.5638 -0.7756 -0.3 0.0 0.1 0.12
C 1.5134 1.6354 0.9382 1.3 0.0 -1.9 -0.03
H -1.4797 -2.0363 -1.1917 0.2 -0.2 0.2 0.12
C 0.0694 0.0347 -0.1717 -0.4 0.5 0.2 -0.39
H 0.9564 -0.3465 -0.7052 0.1 0.3 0.5 0.17
Sm -0.4268 -0.7206 2.8636 0.0 0.3 -0.7 1.87
H -0.2197 1.6478 -1.5404 -0.2 -0.3 -0.1 0.11
H 1.2112 2.5265 0.3736 0.1 0.0 0.4 0.11
```
Positions in Å, forces in eV/Å.



Entry 7:
Entry from the Open Molecules 2025 dataset: a structure of composition C4H10O2Tb in a non-equilibrium geometry (ωB97M-V/def2-TZVPD).

Summary:
Multiplicity: 7
Molar mass (g mol⁻¹): 249.0
LUMO level (spin up / spin down) (Eh): -0.585 / -0.551
Expectation value of S²: 12.7117
Charge: +3
ΔE to the lowest compared entry with this formula, charge and spin (eV): 3.140
Highest occupied orbital energy (spin up / spin down) (eV): -24.01 / -23.29
Strongest force on any atom (eV/Å): 2.74

```
17
Properties=species:S:1:pos:R:3:forces:R:3:lowdin_charge:R:1
H -1.5753 2.3205 1.3438 -0.1 0.0 0.0 0.18
H -2.5121 0.8255 2.1210 -0.1 0.1 0.0 0.17
C -1.8873 1.2675 1.3382 -1.0 0.9 0.3 0.20
C 1.9255 -1.5907 -0.6568 0.9 -0.5 -0.7 0.01
H 1.6052 -2.3301 -1.3995 0.1 0.1 0.2 0.14
Tb 0.5473 -0.6196 1.9936 1.8 -2.1 0.2 1.97
H -0.5733 -0.9074 -1.7647 0.1 0.0 0.1 0.18
H 2.3410 -2.1080 0.2138 0.0 -0.1 0.0 0.10
C 0.0598 -0.1726 -1.2532 -0.4 -0.2 -1.2 -0.11
C -0.7623 0.9763 -0.7298 0.7 0.6 -1.2 -0.02
O 0.7858 -0.8283 -0.2095 -0.8 1.0 0.5 -0.47
H -1.4980 1.2812 -1.4822 0.1 0.1 0.0 0.19
H -0.1584 1.8334 -0.4095 -0.2 0.0 0.1 0.17
H -0.1875 0.2119 3.5440 -0.8 0.9 0.9 0.00
H 0.7728 0.2373 -1.9803 -0.2 0.0 0.0 0.18
O -1.5547 0.5112 0.4110 -0.1 -0.8 0.6 -0.02
H 2.6717 -0.9080 -1.0798 -0.1 -0.2 0.1 0.14
```
Positions in Å, forces in eV/Å.



Entry 8:
Entry from the Open Molecules 2025 dataset: a structure of composition C4H10O3 in a non-equilibrium geometry (ωB97M-V/def2-TZVPD).

Summary:
Molar mass (g mol⁻¹): 106.1
LUMO level (Eh): 0.253
Charge: -2
ΔE to the lowest compared entry with this formula, charge and spin (eV): 2.691
Highest occupied orbital energy (eV): 0.74
Strongest force on any atom (eV/Å): 8.39

```
17
Properties=species:S:1:pos:R:3:forces:R:3:lowdin_charge:R:1
H 1.4855 -2.1655 -0.8240 -0.5 -0.5 -4.0 0.02
C 1.4379 -2.1014 0.1889 -3.2 -1.2 3.2 -0.50
C -1.4739 0.7384 -0.1137 1.1 -0.3 2.5 -0.48
H -0.8982 -2.0711 0.8694 1.7 1.2 -0.7 0.11
C -0.4586 -0.3728 -0.4935 -3.2 -1.6 0.2 -0.26
H -0.8477 -1.0945 -1.2989 0.4 1.5 0.4 0.12
O 0.5200 3.9974 -0.3745 -7.7 1.0 -3.1 -0.27
H 2.2067 -1.4169 0.3803 1.4 2.2 0.9 0.04
H -2.4724 0.3743 -0.2398 -1.5 -0.2 -1.4 0.05
O -1.1164 1.9064 -0.6380 0.2 2.7 -1.8 -0.30
H -0.1561 2.9106 -0.4508 -0.2 1.4 0.1 0.11
C -0.0629 -1.2934 0.5709 1.0 -4.3 -0.8 -0.21
H 0.3436 0.1881 -0.7951 2.2 1.1 -1.2 0.07
H 0.2549 -0.8562 1.4363 0.4 1.6 2.6 0.03
H -1.6108 0.9247 1.0107 0.9 -0.9 -0.1 0.09
H 1.2060 3.5985 -0.0585 6.9 -3.4 3.1 -0.19
O 1.6424 -3.2667 0.8304 0.0 -0.4 0.2 -0.44
```
Positions in Å, forces in eV/Å.



Entry 9:
Entry from the Open Molecules 2025 dataset: a cluster of 2 separate species, C4H10O3 in total in a non-equilibrium geometry (ωB97M-V/def2-TZVPD).

Summary:
Molar mass (g mol⁻¹): 106.1
LUMO level (Eh): 0.024
Charge: 0
ΔE to the lowest compared entry with this formula, charge and spin (eV): 1.871
Highest occupied orbital energy (eV): -9.70
Strongest force on any atom (eV/Å): 2.63

```
17
Properties=species:S:1:pos:R:3:forces:R:3:lowdin_charge:R:1
C -0.0612 -0.6417 0.1944 0.4 2.1 -0.3 -0.17
H 0.4768 -1.7843 -2.5472 -0.1 0.0 0.5 0.13
H 1.8413 -0.5441 -0.7837 -0.2 -0.9 0.2 0.12
H 0.2955 0.0016 1.0102 -0.3 -1.0 0.7 0.11
H -0.1753 3.1756 3.4603 0.2 0.1 0.1 0.03
C 1.1688 -1.3477 -0.3994 -0.9 -0.7 -1.4 -0.15
H 1.6831 -2.0616 0.2421 0.0 0.4 0.5 0.11
H -0.9616 0.2870 -1.6576 -0.5 0.0 0.7 0.12
H -2.0833 1.7651 -0.3293 0.2 -0.3 -0.4 0.10
O -0.1837 2.8530 2.5557 -0.1 0.0 0.2 -0.07
O 0.4727 -3.4452 -1.4408 -0.1 -0.4 0.4 0.05
H -0.9556 2.2777 2.5401 0.0 -0.1 -0.3 0.02
H -0.8933 -1.2967 0.4281 0.1 0.0 0.3 0.12
C 0.6547 -2.2692 -1.5433 0.8 1.4 -0.6 -0.28
C -0.5030 0.5803 -0.6904 0.7 -1.8 -1.8 -0.29
H 0.4639 0.9454 -1.0858 -0.3 0.8 0.6 0.11
O -1.2399 1.5049 0.0467 0.1 0.3 0.6 -0.05
```
Positions in Å, forces in eV/Å.



Entry 10:
Entry from the Open Molecules 2025 dataset: a cluster of 2 separate species, C4H10O3 in total in a non-equilibrium geometry (ωB97M-V/def2-TZVPD).

Summary:
Molar mass (g mol⁻¹): 106.1
LUMO level (Eh): 0.027
Charge: 0
ΔE to the lowest compared entry with this formula, charge and spin (eV): 1.275
Highest occupied orbital energy (eV): -9.92
Strongest force on any atom (eV/Å): 1.77

```
17
Properties=species:S:1:pos:R:3:forces:R:3:lowdin_charge:R:1
C -1.0322 0.0168 -1.3176 0.1 1.0 0.3 -0.15
H 0.8416 -0.1908 -0.2520 -0.1 -0.2 0.2 0.11
C -0.4317 0.2628 -2.6748 -0.3 -0.5 -0.2 -0.28
H 2.2221 -2.4211 2.2244 -0.1 0.1 -0.2 0.04
H 0.4287 -0.3840 -2.9316 0.2 0.1 0.0 0.13
H -1.1424 -0.4073 1.3534 -0.4 0.1 0.0 0.12
O 1.9254 -1.8512 1.5029 0.0 -0.3 0.2 -0.08
H -1.3270 -1.0225 -1.1660 0.2 -0.1 -0.1 0.12
C -0.6208 0.5262 1.1509 1.4 -0.7 0.9 -0.22
H 1.2477 -1.2752 1.8903 0.3 0.2 0.0 -0.01
O -0.8402 1.0685 -3.4684 0.1 0.1 0.1 0.06
H 1.0564 1.2316 2.0297 -0.4 -0.3 -0.1 0.10
O 0.4476 0.4827 2.1356 0.0 0.1 0.0 -0.11
H -1.2186 1.3915 1.4314 -0.4 0.0 -0.7 0.12
C -0.0265 0.4718 -0.2479 0.1 0.3 0.1 -0.19
H 0.3903 1.4657 -0.4392 -0.2 0.0 -0.5 0.12
H -1.9204 0.6345 -1.2210 -0.3 0.0 -0.2 0.12
```
Positions in Å, forces in eV/Å.



> Which value of ΔE to the lowest compared entry with this formula, charge and spin does entry 2 give?

1.665 eV



Repeat the eighth record exactly.
Entry from the Open Molecules 2025 dataset: a structure of composition C4H10O3 in a non-equilibrium geometry (ωB97M-V/def2-TZVPD).

Summary:
Molar mass (g mol⁻¹): 106.1
LUMO level (Eh): 0.253
Charge: -2
ΔE to the lowest compared entry with this formula, charge and spin (eV): 2.691
Highest occupied orbital energy (eV): 0.74
Strongest force on any atom (eV/Å): 8.39

```
17
Properties=species:S:1:pos:R:3:forces:R:3:lowdin_charge:R:1
H 1.4855 -2.1655 -0.8240 -0.5 -0.5 -4.0 0.02
C 1.4379 -2.1014 0.1889 -3.2 -1.2 3.2 -0.50
C -1.4739 0.7384 -0.1137 1.1 -0.3 2.5 -0.48
H -0.8982 -2.0711 0.8694 1.7 1.2 -0.7 0.11
C -0.4586 -0.3728 -0.4935 -3.2 -1.6 0.2 -0.26
H -0.8477 -1.0945 -1.2989 0.4 1.5 0.4 0.12
O 0.5200 3.9974 -0.3745 -7.7 1.0 -3.1 -0.27
H 2.2067 -1.4169 0.3803 1.4 2.2 0.9 0.04
H -2.4724 0.3743 -0.2398 -1.5 -0.2 -1.4 0.05
O -1.1164 1.9064 -0.6380 0.2 2.7 -1.8 -0.30
H -0.1561 2.9106 -0.4508 -0.2 1.4 0.1 0.11
C -0.0629 -1.2934 0.5709 1.0 -4.3 -0.8 -0.21
H 0.3436 0.1881 -0.7951 2.2 1.1 -1.2 0.07
H 0.2549 -0.8562 1.4363 0.4 1.6 2.6 0.03
H -1.6108 0.9247 1.0107 0.9 -0.9 -0.1 0.09
H 1.2060 3.5985 -0.0585 6.9 -3.4 3.1 -0.19
O 1.6424 -3.2667 0.8304 0.0 -0.4 0.2 -0.44
```
Positions in Å, forces in eV/Å.